{"formula": "C21H66N14O12", "method": "ωB97M-V/def2-TZVPD", "elements": ["C", "O", "N", "N", "H", "H", "H", "H", "C", "O", "N", "N", "H", "H", "H", "H", "C", "O", "N", "N", "H", "H", "H", "H", "C", "O", "N", "N", "H", "H", "H", "H", "C", "O", "N", "N", "H", "H", "H", "H", "C", "O", "N", "N", "H", "H", "H", "H", "C", "O", "N", "N", "H", "H", "H", "H", "C", "C", "O", "H", "H", "H", "H", "H", "H", "C", "C", "C", "O", "H", "H", "H", "H", "H", "H", "H", "H", "C", "C", "C", "O", "H", "H", "H", "H", "H", "H", "H", "H", "C", "C", "C", "O", "H", "H", "H", "H", "H", "H", "H", "H", "C", "C", "C", "O", "H", "H", "H", "H", "H", "H", "H", "H"], "xyz": [[0.8504, 2.6347, -3.5063], [1.2817, 1.5375, -3.8513], [1.5196, 3.7227, -3.2034], [-0.4390, 2.8896, -3.4308], [2.5029, 3.7723, -3.4289], [0.9732, 4.5455, -2.9923], [-0.6841, 3.8210, -3.1267], [-1.0613, 2.1393, -3.6948], [2.0978, 0.6161, 2.3325], [2.9253, 0.1722, 1.5320], [2.2669, 0.4755, 3.5916], [1.0808, 1.2897, 1.8793], [3.1053, 0.0592, 3.9708], [1.6778, 0.9907, 4.2300], [0.3165, 1.4278, 2.5249], [0.9402, 1.3885, 0.8840], [1.9169, -2.0078, 0.3710], [1.5919, -2.9895, -0.3302], [3.0966, -1.5884, 0.6021], [1.0816, -1.3850, 1.1225], [3.2607, -0.6649, 0.9767], [3.8060, -2.0172, 0.0251], [1.4394, -0.6624, 1.7307], [0.0913, -1.5624, 1.0334], [0.8306, -2.9359, -2.8054], [-0.2484, -2.5357, -2.4242], [1.9346, -3.2024, -2.1785], [1.0392, -3.1097, -4.0849], [2.6907, -3.6642, -2.6633], [1.8456, -3.1465, -1.1740], [1.8005, -3.6758, -4.4314], [0.2467, -2.9108, -4.6786], [2.0129, 1.7653, -0.4468], [0.9638, 1.9129, 0.0390], [2.2542, 1.9940, -1.7340], [3.1094, 1.3465, 0.1518], [1.6331, 2.3058, -2.4668], [3.1233, 1.6796, -2.1413], [3.1533, 1.2073, 1.1512], [3.9300, 1.2588, -0.4304], [-2.5568, 2.4938, -0.9154], [-3.4683, 1.6719, -0.9099], [-2.4154, 3.5486, -0.1337], [-1.6321, 2.5082, -1.8516], [-3.2064, 3.6739, 0.4817], [-1.4911, 3.9189, 0.0355], [-1.7112, 1.7658, -2.5319], [-0.9154, 3.2087, -1.7258], [-1.8987, -2.8955, 1.2563], [-2.5126, -3.5295, 2.1141], [-0.7342, -3.1677, 0.6653], [-2.3925, -1.8907, 0.6023], [-0.1862, -3.7658, 1.2671], [-0.2343, -2.5392, 0.0528], [-1.8275, -1.3550, -0.0411], [-3.3233, -1.5981, 0.8631], [-1.7218, 1.4643, 2.5803], [-1.3327, 2.9013, 2.9311], [0.0056, 2.9856, 3.2124], [-1.4279, 0.8478, 3.4298], [-1.3378, 1.1994, 1.5953], [-2.7805, 1.3260, 2.3609], [-1.9578, 3.2576, 3.7498], [-1.4746, 3.5554, 2.0707], [0.2404, 3.7275, 3.7745], [3.5225, -1.8521, -4.2140], [3.7058, -0.3336, -3.8740], [2.4430, 0.1791, -3.1793], [4.7600, 0.0287, -2.9328], [2.6582, -1.8658, -4.8781], [3.2524, -2.3550, -3.2854], [4.2789, -2.2917, -4.8641], [3.7949, 0.1635, -4.8399], [1.5199, 0.0079, -3.7330], [2.6030, 1.2573, -3.1843], [2.3566, -0.2498, -2.1809], [5.5640, -0.2245, -3.3923], [-5.0188, -0.4941, 2.6512], [-4.6127, -0.5334, 1.1605], [-3.2731, 0.2666, 0.9661], [-4.2339, -1.8309, 0.7253], [-4.1765, -0.7435, 3.2965], [-5.9057, -1.1040, 2.8228], [-5.3044, 0.5194, 2.9326], [-5.4399, -0.1429, 0.5678], [-2.4164, -0.1714, 1.4783], [-3.3586, 1.3108, 1.2667], [-2.9644, 0.4493, -0.0632], [-4.9566, -2.4427, 0.8835], [-0.2880, -0.1535, -2.3506], [0.0047, -0.5286, -0.9208], [-0.7402, 0.4166, 0.0754], [-0.3689, -1.8888, -0.6847], [-1.3141, -0.4436, -2.5764], [0.3933, -0.6464, -3.0442], [-0.2658, 0.9169, -2.5550], [1.0901, -0.4523, -0.8556], [-0.4638, 1.4382, -0.1855], [-0.5961, 0.1710, 1.1275], [-1.8070, 0.4123, -0.1485], [-0.2975, -2.3704, -1.5121], [-0.0903, -1.2592, 5.0015], [-1.1823, -1.0885, 3.9257], [-0.6205, -0.6859, 2.5318], [-1.7971, -2.3514, 3.7277], [0.2219, -0.3214, 5.4610], [0.8109, -1.7302, 4.6090], [-0.5066, -1.8773, 5.7970], [-1.9646, -0.4116, 4.2690], [-1.4179, -0.6532, 1.7894], [-0.0082, -1.4857, 2.1152], [-0.1247, 0.2786, 2.6410], [-1.1300, -3.0401, 3.7749]], "atomic_forces_ev_per_a": [[-3.953, 0.235, -6.017], [-5.238, 7.503, -5.482], [1.940, 3.924, -1.108], [1.522, 0.888, -4.462], [-0.256, 0.382, 0.343], [0.871, 0.103, -0.228], [-0.814, -0.687, -1.158], [0.634, 1.340, -0.889], [-2.107, 2.732, 0.353], [-0.574, -1.015, 13.020], [0.935, -0.304, 5.267], [2.177, -2.842, 9.693], [-0.221, -0.042, -0.203], [0.113, -0.143, -0.056], [1.565, 1.199, -0.325], [-1.035, -1.684, 1.542], [0.104, -1.596, 0.910], [-3.559, 1.560, 17.873], [5.853, -6.272, -4.856], [0.122, 0.189, -0.012], [1.189, -2.463, -1.466], [0.055, -0.353, 0.000], [-1.414, -2.152, -1.206], [1.506, -0.252, -1.494], [3.992, -2.312, -2.152], [-1.524, -4.845, -14.258], [2.263, -1.885, -9.236], [-2.054, -0.436, -4.719], [-0.760, -0.081, -0.258], [3.619, -1.721, -4.335], [-0.538, 0.348, 0.075], [0.168, -0.395, -0.306], [8.332, 0.290, -5.371], [-4.062, 8.320, -8.058], [1.055, 2.126, 2.550], [1.952, 6.663, -6.822], [2.007, -1.973, 5.106], [0.181, 0.656, 1.739], [1.999, 3.165, -1.608], [-0.128, 0.127, 0.129], [-1.673, -1.034, -1.511], [-0.694, 2.555, -1.684], [-1.133, 1.473, 2.186], [-2.039, -0.528, 2.313], [0.639, 0.380, 0.466], [-0.508, 0.083, 0.368], [-0.128, 0.270, 1.855], [-0.711, -1.526, 0.362], [-0.383, -1.655, -2.010], [-0.744, -1.895, -1.124], [-0.125, -10.027, 8.668], [7.420, 2.283, -1.842], [0.021, -0.907, 0.064], [1.091, -2.239, 2.674], [-0.335, -1.348, 0.497], [8.539, -0.012, 1.399], [-0.473, 3.566, 1.804], [-2.386, 0.291, -0.823], [2.088, 0.767, 1.843], [-0.579, 1.109, -0.540], [-0.064, 1.066, 1.316], [1.001, 1.124, 2.336], [-0.030, 0.127, 0.205], [-0.598, 0.141, 0.034], [-0.305, 0.123, -0.013], [0.552, 1.777, -0.309], [-1.338, -1.585, 0.551], [4.435, -4.474, -0.849], [-0.179, -0.502, -1.179], [0.032, 0.258, 0.274], [0.801, 0.257, -0.768], [0.673, -0.140, 0.553], [0.465, 0.530, 0.013], [2.026, -1.894, 0.246], [1.390, -3.790, -0.957], [0.436, -0.216, -0.107], [0.452, 0.076, 0.282], [0.034, 0.222, -0.570], [0.383, 2.093, 1.101], [-2.858, 0.056, -0.021], [-19.710, -1.417, -0.972], [-0.131, -0.536, -0.024], [0.193, -0.294, 0.235], [-0.046, 0.228, -0.220], [0.214, 0.104, -0.290], [-2.661, 0.725, -0.071], [-1.574, -0.650, -0.874], [-2.174, -1.866, 1.142], [-0.412, -0.675, 0.404], [-1.229, 0.571, -0.769], [-0.610, 0.568, -0.416], [-0.342, -0.337, -3.560], [-0.628, 17.180, 0.857], [-0.241, -0.246, -0.149], [-1.050, 0.368, 0.402], [0.631, -0.921, 0.755], [-0.061, 0.318, 0.284], [-1.449, -1.537, 0.229], [0.698, 0.380, -2.623], [2.276, -0.748, -0.359], [-0.618, -1.040, 2.943], [-0.387, 0.491, 0.044], [1.167, -1.646, -0.678], [-1.282, -1.956, 4.751], [0.122, 1.855, 2.671], [0.019, 0.236, 0.039], [-0.085, -0.149, -0.174], [0.043, -0.022, 0.053], [-0.105, -0.242, 0.300], [0.702, -0.987, 1.978], [-1.866, 0.402, 4.737], [-0.412, -3.175, 0.034], [-0.105, -0.135, -0.300]], "lowdin_charge": [-0.7054, -0.0536, 0.1890, 0.1094, 0.1546, 0.1376, 0.1346, 0.1424, -0.6422, 0.0126, 0.2669, 0.1883, 0.1459, 0.1225, 0.0675, -0.2088, -0.5249, 0.1989, 0.2576, 0.1285, -0.1476, 0.1363, 0.0906, 0.0761, -0.5807, 0.2242, 0.1990, 0.1581, 0.1158, -0.3215, 0.1162, 0.1294, -0.5598, 0.1226, 0.1349, 0.2274, -0.0118, 0.0954, -0.0343, 0.1413, -0.6829, 0.0285, 0.1927, 0.0805, 0.1303, 0.1110, 0.1040, 0.1092, -0.6682, -0.0095, 0.1551, 0.1049, 0.1150, -0.2350, 0.1024, -0.2528, -0.1253, -0.2665, -0.0780, 0.0760, 0.0478, 0.0639, 0.1207, 0.0830, 0.1124, -0.0596, -0.3692, -0.1441, -0.0491, 0.0643, 0.0386, 0.0744, 0.1316, 0.0812, 0.0469, 0.1047, 0.0786, -0.0131, -0.2643, -0.1234, 0.0887, 0.0816, 0.0788, 0.0788, 0.1454, 0.0442, 0.0770, 0.0416, 0.1669, -0.0112, -0.2430, -0.0706, -0.0737, 0.1256, 0.0657, 0.0481, 0.1200, 0.0757, 0.0256, 0.0490, -0.2951, -0.0415, -0.3815, -0.1571, -0.0713, 0.0578, 0.0760, 0.0800, 0.1229, 0.0476, 0.0609, 0.0423, 0.0949], "lumo_energy_ev": -0.5, "homo_ev": -6.04, "orbital_gap_ev": 5.58, "largest_force_ev_per_a": 19.8, "de_lowest_kcal_mol": 1423.2}